# 1
Density functional theory data (the ωB97M-V functional and the def2-TZVPD basis) for a gas-phase ion, C8H15N4 (charge +1).

Output
Total energy in eV: -14487.71428
HOMO-LUMO gap (spin up / spin down) in eV: 6.3794 / 6.3755
Lowest unoccupied orbital energy (spin up / spin down) in eV: -5.7266 / -5.7286
Max |F| in eV Å⁻¹: 4.97
Total charge: +1

```
27
Properties=species:S:1:pos:R:3:nbo_charge:R:1
C 4.096 1.190 -2.861 -0.016
N 3.067 1.298 -2.138 -0.276
C 2.089 1.437 -1.488 0.376
C 0.966 1.304 -0.809 -0.175
C -0.237 0.660 -1.591 0.426
N -0.301 1.240 -2.820 -0.805
N -1.040 -0.146 -1.086 -0.411
C -1.049 -0.516 0.296 0.242
C -2.180 0.228 1.032 -0.619
C -1.523 -2.004 0.423 -0.618
N 0.196 -0.272 0.906 -0.597
C 0.715 -0.250 2.213 -0.411
H 4.228 0.251 -3.428 0.227
H 4.932 1.902 -3.079 0.254
H 0.672 1.829 -0.035 0.270
H 0.509 1.281 -3.416 0.398
H -1.232 1.225 -3.215 0.424
H -1.718 1.081 1.673 0.205
H -2.722 -0.389 1.691 0.232
H -2.848 0.869 0.338 0.245
H -2.432 -2.120 0.007 0.224
H -1.576 -2.278 1.406 0.206
H -1.025 -2.831 -0.027 0.218
H 0.914 -0.763 0.398 0.363
H 0.593 -1.216 2.729 0.197
H 1.695 0.203 2.341 0.217
H 0.079 0.442 2.689 0.204
```

# 2
Density functional theory data (the ωB97M-V functional and the def2-TZVPD basis) for 11 unconnected molecules or ions with the total composition C34H96N6O11.

Output
Total energy in eV: -68261.86865
2S+1: 2
HOMO-LUMO gap (spin up / spin down) in eV: 7.7229 / 2.0776
Lowest unoccupied orbital energy (spin up / spin down) in eV: -2.5653 / -8.2106
Expectation value of S²: 0.758
Max |F| in eV Å⁻¹: 2.64
Total charge: +1

```
147
Properties=species:S:1:pos:R:3:lowdin_spin:R:1
C -5.174 -0.209 -1.025 0.000
C -6.205 0.025 0.091 0.000
O -6.444 1.370 -0.109 0.000
H -4.966 -1.278 -1.042 0.000
H -4.246 0.300 -0.764 0.000
H -5.589 0.080 -1.990 0.000
H -5.718 -0.071 1.062 0.000
H -7.097 -0.600 0.037 0.000
H -6.805 1.774 0.683 0.000
C 4.318 3.560 -1.709 0.000
C 3.231 2.430 -1.843 0.000
O 2.562 2.370 -0.563 0.000
H 4.731 3.913 -2.654 0.000
H 5.223 3.179 -1.237 0.000
H 3.923 4.438 -1.198 0.000
H 3.555 1.464 -2.232 0.000
H 2.475 2.842 -2.511 0.000
H 1.751 1.857 -0.597 0.000
C 2.098 5.264 2.529 0.000
C 0.655 4.868 2.181 0.000
O -0.227 5.426 3.092 0.000
H 2.422 5.014 3.539 0.000
H 2.157 6.340 2.362 0.000
H 2.786 4.797 1.825 0.000
H 0.531 3.798 2.343 0.000
H 0.335 5.159 1.180 0.000
H 0.233 5.877 3.804 0.000
C -2.879 2.927 4.006 0.000
C -3.535 4.070 3.166 0.000
O -2.813 4.565 2.024 0.000
H -2.115 2.394 3.440 0.000
H -3.536 2.157 4.411 0.000
H -2.516 3.378 4.930 0.000
H -3.777 4.940 3.777 0.000
H -4.514 3.784 2.781 0.000
H -1.887 4.761 2.182 0.000
C -4.016 4.413 -1.418 0.000
C -4.023 4.952 -2.904 0.000
O -2.919 5.845 -3.065 0.000
H -4.231 5.250 -0.754 0.000
H -3.013 4.094 -1.135 0.000
H -4.722 3.593 -1.285 0.000
H -4.944 5.414 -3.259 0.000
H -3.897 4.169 -3.652 0.000
H -2.750 6.092 -3.977 0.000
C 0.305 10.178 -2.676 0.000
C -0.834 9.264 -2.263 0.000
C -0.359 7.929 -1.550 0.000
O 0.268 7.090 -2.523 0.000
C 0.694 5.803 -1.980 0.000
N -1.723 10.016 -1.362 0.000
H 0.962 10.664 -1.955 0.000
H -0.116 10.899 -3.377 0.000
H 1.047 9.679 -3.299 0.000
H -1.512 9.046 -3.089 0.000
H -1.243 7.418 -1.167 0.000
H 0.356 8.095 -0.743 0.000
H 1.345 5.979 -1.123 0.000
H 1.365 5.317 -2.689 0.000
H -0.057 5.046 -1.757 0.000
H -2.538 9.444 -1.192 0.000
H -1.292 9.913 -0.454 0.000
C 3.912 -0.512 4.401 0.000
C 2.680 -0.554 3.513 0.000
C 2.887 -0.208 2.055 0.000
O 3.666 -1.166 1.381 0.000
C 3.804 -0.878 -0.029 0.000
N 2.239 -1.927 3.589 0.002
H 4.341 0.486 4.491 0.000
H 4.742 -1.031 3.922 0.000
H 3.831 -0.860 5.431 0.000
H 1.940 0.052 4.035 0.000
H 3.441 0.731 2.076 0.000
H 1.964 -0.034 1.502 0.000
H 2.853 -0.711 -0.536 0.000
H 4.280 -1.687 -0.582 0.000
H 4.330 0.032 -0.320 0.000
H 2.901 -2.592 3.217 0.000
H 1.521 -2.030 2.886 0.000
C -1.351 -6.429 2.550 0.005
C -0.563 -7.409 3.387 0.025
C -0.276 -8.756 2.807 0.003
O 0.441 -8.530 1.538 0.018
C 0.652 -9.671 0.741 0.001
N 0.736 -6.818 3.830 0.247
H -1.441 -5.476 3.071 0.000
H -2.351 -6.825 2.374 0.000
H -0.929 -6.245 1.562 0.001
H -1.064 -7.610 4.333 0.015
H -1.078 -9.425 2.493 0.000
H 0.364 -9.232 3.551 0.000
H -0.197 -9.933 0.109 0.001
H 0.953 -10.485 1.401 0.000
H 1.426 -9.409 0.020 0.001
H 0.883 -5.957 3.323 -0.001
H 1.530 -7.372 3.543 0.007
C 1.400 -1.093 -3.645 0.000
C 1.120 -2.327 -2.824 0.000
C -0.252 -2.977 -3.137 0.000
O -1.271 -2.015 -2.984 0.000
C -2.533 -2.684 -2.833 0.000
N 2.279 -3.185 -3.131 0.002
H 0.516 -0.464 -3.538 0.000
H 1.678 -1.453 -4.635 0.000
H 2.257 -0.617 -3.169 0.000
H 1.158 -2.150 -1.750 0.000
H -0.491 -3.882 -2.577 0.000
H -0.322 -3.230 -4.195 0.000
H -3.310 -1.948 -2.624 0.000
H -2.564 -3.289 -1.927 0.000
H -2.775 -3.335 -3.672 0.000
H 2.198 -4.155 -2.864 0.000
H 3.024 -2.850 -2.536 0.000
C -1.548 2.039 -0.077 0.000
C -0.629 0.955 0.376 0.000
C -1.237 -0.333 0.947 0.000
O -0.137 -1.260 1.120 0.000
C -0.603 -2.607 1.139 0.000
N 0.264 0.542 -0.749 0.000
H -1.013 2.926 -0.414 0.000
H -2.235 2.446 0.665 0.000
H -2.119 1.757 -0.962 0.000
H -0.035 1.370 1.190 0.000
H -2.068 -0.710 0.351 0.000
H -1.759 -0.040 1.858 0.000
H -1.473 -2.850 1.750 0.000
H 0.269 -3.243 1.299 0.000
H -0.941 -2.925 0.153 0.000
H -0.369 0.298 -1.498 0.000
H 0.531 -0.300 -0.261 0.000
C 3.060 -4.524 -0.089 0.001
C 1.762 -5.365 -0.162 0.075
C 1.841 -6.476 -1.248 0.060
O 1.762 -5.764 -2.460 0.011
C 1.659 -6.709 -3.496 0.005
N 1.609 -5.945 1.157 0.487
H 3.881 -4.941 0.494 0.000
H 2.814 -3.555 0.344 0.001
H 3.301 -4.214 -1.106 0.000
H 0.935 -4.727 -0.473 0.013
H 1.134 -7.277 -1.031 0.000
H 2.793 -6.978 -1.075 0.002
H 2.450 -7.459 -3.497 0.000
H 1.679 -6.248 -4.483 0.002
H 0.735 -7.283 -3.436 0.000
H 0.938 -6.697 1.211 0.004
H 2.463 -6.347 1.515 0.011
```

# 3
Density functional theory data (the ωB97M-V functional and the def2-TZVPD basis) for a molecular structure, C4H4CuLiO5.

Output
Total energy in eV: -59293.62042
HOMO-LUMO gap in eV: 6.0669
Lowest unoccupied orbital energy in eV: -1.6370
Max |F| in eV Å⁻¹: 2.57

```
15
Properties=species:S:1:pos:R:3:nbo_charge:R:1
O -0.213 3.297 -1.504 -0.823
C -0.697 2.280 -0.941 0.964
O -1.791 2.304 -0.322 -0.834
Cu -2.118 4.716 -1.016 0.883
O 0.035 1.164 -0.994 -0.518
C -0.551 -0.062 -0.545 -0.081
C 0.405 -1.214 -0.819 -0.049
H -1.501 -0.223 -1.076 0.173
H -0.761 0.012 0.533 0.171
H -0.241 -2.123 -0.812 0.121
H 0.748 -1.102 -1.874 0.141
O 1.272 -3.439 4.303 -0.439
O 1.448 -1.319 0.059 -1.094
C 1.708 -2.842 3.454 0.469
Li 2.257 -1.449 1.554 0.918
```

# 4
Density functional theory data (the ωB97M-V functional and the def2-TZVPD basis) for C4H4N2O in the gas phase.

Output
Total energy in eV: -9235.97200
HOMO-LUMO gap in eV: 9.7652
Lowest unoccupied orbital energy in eV: 0.7048
Max |F| in eV Å⁻¹: 6.31

```
11
Properties=species:S:1:pos:R:3:nbo_charge:R:1
C 1.301 -1.202 1.615 0.872
C -1.710 -0.580 -1.322 0.239
C -0.402 -0.309 -0.237 0.192
C 0.478 0.777 -0.735 -0.642
N 0.336 -1.056 0.839 -0.603
N -1.794 -0.090 -0.126 -0.587
O 2.136 -1.351 2.402 -0.512
H 0.026 1.378 -1.485 0.216
H 0.668 1.372 0.090 0.207
H 1.324 0.441 -1.229 0.229
H -2.363 0.620 0.189 0.389
```

> Number 4 is which compound?

C4H4N2O